1.
90
Properties=species:S:1:pos:R:3:forces:R:3 method="wB97M-V/def2-TZVPD" charge=+1 orbital_gap_ev=7.75 e_above_lowest_ev=0.2459 largest_force_ev_per_a=2.4 homo_ev=-9.71 total_energy_ev=-166792.6779
Ti 0.08529 -1.07958 1.65261 -1.88 -0.80 1.23
S 3.37984 -0.11753 -0.56207 -0.22 -0.18 0.10
C 3.16310 0.28434 -2.29137 0.08 -0.09 0.13
C 4.16465 -0.11219 -3.17447 -0.05 0.02 0.02
C 4.11899 0.27549 -4.50515 0.05 -0.02 0.00
C 3.09394 1.09642 -4.94801 0.01 0.00 0.00
C 2.09494 1.49513 -4.07078 -0.05 0.05 0.08
C 2.10963 1.08934 -2.73936 0.10 -0.14 -0.07
As 0.64546 1.44850 -1.51056 -0.21 0.26 -0.06
C -0.61957 2.29317 -2.74780 -0.03 -0.10 0.03
C -0.80993 3.66258 -2.89563 0.09 0.04 0.00
C -1.75157 4.14900 -3.79477 -0.06 -0.04 -0.05
C -2.50920 3.27187 -4.55851 0.03 -0.01 0.01
C -2.32898 1.90150 -4.41599 -0.03 0.03 0.01
C -1.39709 1.41960 -3.50914 0.02 -0.05 0.06
C 1.30204 3.03797 -0.56941 0.08 -0.02 0.01
C 2.61917 3.48008 -0.64731 -0.03 0.03 -0.01
C 3.05217 4.54418 0.13567 -0.02 -0.01 0.03
C 2.17582 5.17511 1.00777 -0.01 0.02 0.02
C 0.85818 4.74334 1.09464 0.01 -0.01 -0.02
C 0.43065 3.67612 0.31612 0.01 -0.03 -0.06
H 4.98489 -0.71345 -2.80356 -0.01 -0.01 -0.01
H 4.89127 -0.05428 -5.18878 0.00 0.04 0.02
H 3.07553 1.43632 -5.97573 -0.03 -0.03 0.01
H 1.29755 2.13480 -4.42519 -0.03 -0.01 -0.03
H -0.21385 4.36357 -2.32442 0.01 -0.01 0.02
H -1.88979 5.21706 -3.90582 0.03 -0.01 0.01
H -3.23160 3.65256 -5.26960 0.01 0.00 0.04
H -2.91799 1.21269 -5.00889 0.03 0.00 0.00
H -1.25856 0.34718 -3.40164 -0.03 0.01 -0.01
H 3.31291 3.00129 -1.32705 0.00 -0.01 -0.01
H 4.07796 4.88380 0.06206 -0.02 -0.02 -0.01
H 2.51446 6.00630 1.61419 -0.01 -0.03 -0.03
H 0.16523 5.24094 1.76233 0.00 0.00 -0.01
H -0.60403 3.34963 0.37840 -0.05 0.00 0.01
N 1.23583 0.81044 2.01310 0.00 0.30 0.14
C 0.88978 1.59382 3.21669 -0.17 -0.08 -0.05
C -0.59645 1.41264 3.48417 0.14 -0.11 -0.03
N -0.88793 -0.03433 3.43287 0.08 0.50 0.10
H 2.23276 0.63162 1.96578 0.10 0.06 -0.08
H 1.03659 1.35501 1.17240 0.12 0.06 0.04
H 1.12514 2.65076 3.10066 0.07 0.05 -0.02
H 1.46110 1.20728 4.05924 0.06 -0.04 0.02
H -1.16842 1.91331 2.69903 -0.07 -0.02 -0.02
H -0.87184 1.86449 4.43672 -0.04 0.06 0.03
H -1.88244 -0.21837 3.44755 -0.10 -0.09 -0.06
H -0.50236 -0.48494 4.25501 -0.01 -0.09 0.10
C -1.38516 -2.65413 -1.10519 -0.06 0.25 0.05
N -2.62933 -2.05478 -0.63326 0.10 -0.18 0.28
C -3.75557 -2.98475 -0.56687 0.00 0.09 -0.05
C -2.64534 -0.89385 0.05293 -0.06 0.23 -0.24
N -1.58782 -0.40472 0.67908 -0.35 0.24 -0.48
N -3.81697 -0.19539 0.03098 -0.03 0.04 0.04
C -4.68038 -0.18109 -1.14803 0.03 0.00 0.04
C -4.00801 0.93202 0.92376 -0.04 -0.06 -0.01
H -1.61438 -3.22530 -2.00473 0.01 0.00 -0.01
H -0.93988 -3.30874 -0.36058 0.03 -0.10 0.13
H -0.67622 -1.86850 -1.35211 0.03 0.03 0.01
H -3.44553 -3.87769 -0.02535 0.05 -0.06 0.02
H -4.07409 -3.27171 -1.57039 -0.01 0.00 0.00
H -4.59503 -2.54233 -0.03907 0.03 0.02 0.00
H -1.70762 0.58997 0.82983 -0.01 0.11 -0.13
H -4.27842 -0.82980 -1.91876 0.02 -0.02 0.00
H -4.72575 0.83378 -1.54907 0.00 0.01 0.01
H -5.69140 -0.50501 -0.89631 0.01 0.00 -0.01
H -3.64007 0.69712 1.92183 0.02 0.01 -0.01
H -5.07461 1.13453 1.00501 0.01 0.01 -0.01
H -3.52039 1.84281 0.55270 0.00 0.00 0.02
Cl -2.31050 -5.07022 2.56366 -0.06 0.00 -0.03
C -0.95345 -4.64600 3.55670 0.00 0.16 -0.12
C -0.59852 -5.46114 4.61320 0.03 -0.03 0.02
C 0.48854 -5.14410 5.41979 -0.08 -0.04 -0.01
C 1.22494 -4.00142 5.15488 0.18 0.09 0.08
C 0.84113 -3.21002 4.09629 -0.25 -0.07 -0.21
Cl 1.71503 -1.74677 3.66446 0.37 -0.05 0.35
C -0.25465 -3.45920 3.24329 -0.02 -0.30 0.38
N -0.55572 -2.59445 2.25599 0.43 0.07 -0.06
H -1.17702 -6.35533 4.80407 -0.01 0.03 -0.02
H 0.75629 -5.78425 6.24859 0.01 0.01 -0.03
H 2.08319 -3.73728 5.75968 -0.03 0.01 -0.04
C 2.27435 -2.54283 -1.47839 -0.17 0.03 0.08
C 2.48378 -1.75705 -0.19862 0.09 0.38 -0.34
C 3.42914 -2.48527 0.74390 -0.08 -0.05 0.03
O 1.26060 -1.50053 0.42397 1.81 -0.38 -1.36
H 3.22410 -2.71711 -1.97970 0.01 -0.01 -0.04
H 1.60546 -2.01628 -2.15925 0.03 0.03 -0.02
H 1.82551 -3.50593 -1.22206 0.02 0.02 -0.01
H 2.95942 -3.42141 1.05270 0.01 0.02 0.08
H 3.64492 -1.88858 1.62929 0.00 -0.01 0.02
H 4.37217 -2.70188 0.24514 -0.04 -0.01 -0.03

2.
13
Properties=species:S:1:pos:R:3:forces:R:3 method="wB97M-V/def2-TZVPD" orbital_gap_ev="9.44 / 7.78" e_above_lowest_ev=0.0246 multiplicity=2 largest_force_ev_per_a=0.7 s_squared=0.755 homo_ev="-8.32 / -8.31" total_energy_ev=-6671.7909
C -0.14924 1.28752 -1.29552 0.17 -0.29 -0.01
N 0.19994 -0.04295 -0.85913 0.04 -0.15 0.56
C -0.24830 -0.62057 0.37959 -0.01 -0.41 -0.54
N 0.87483 -1.37587 0.95864 -0.14 0.04 0.13
N -0.64967 0.39583 1.28890 -0.02 0.59 0.16
H 0.30644 2.06135 -0.67984 0.01 0.11 0.05
H 0.21550 1.40267 -2.31449 -0.06 0.07 -0.04
H -1.22717 1.45001 -1.29421 -0.13 0.04 -0.05
H 0.77425 -0.64149 -1.42137 -0.04 0.12 -0.07
H 1.59628 -0.70116 1.18789 0.12 0.00 0.07
H 0.60108 -1.85781 1.81447 0.01 0.09 -0.21
H -1.05228 -1.35862 0.21207 -0.07 0.03 0.09
H -1.24165 0.00108 2.02300 0.12 -0.23 -0.14

3.
14
Properties=species:S:1:pos:R:3:forces:R:3 method="wB97M-V/def2-TZVPD" charge=+1 orbital_gap_ev="8.20 / 8.55" e_above_lowest_ev=4.3140 multiplicity=3 largest_force_ev_per_a=9.7 s_squared=2.008 homo_ev="-11.70 / -16.50" total_energy_ev=-6790.2621
C -0.91883 -0.44297 0.02911 6.62 1.21 0.00
C 1.86154 -1.20961 0.07507 1.39 -4.17 -0.05
C -2.11668 0.46577 0.03408 1.46 -1.96 -3.38
C 0.72748 -0.40991 0.00879 -7.52 6.10 -0.26
C 1.12878 1.17243 -0.08458 -0.93 -1.76 0.37
N -2.00955 -1.05945 0.19729 -0.46 1.54 0.51
H 2.01537 -2.28540 -0.01328 -0.95 0.15 0.00
H 2.78808 -0.74550 0.07225 1.42 1.16 0.20
H -2.32378 1.09349 0.81785 -0.68 0.71 2.33
H -2.44394 0.88325 -0.95098 0.19 -0.86 0.82
H 0.76611 1.66745 -1.05326 0.55 -0.77 1.36
H 2.23206 1.09957 -0.01059 -0.80 0.98 -0.13
H 0.65535 1.73099 0.82171 0.85 -0.96 -1.53
H -2.36197 -1.96011 0.05654 -1.14 -1.37 -0.25

4.
11
Properties=species:S:1:pos:R:3:forces:R:3 method="wB97M-V/def2-TZVPD" charge=+1 orbital_gap_ev="7.76 / 7.75" e_above_lowest_ev=1.9378 largest_force_ev_per_a=1.8 homo_ev="-12.57 / -12.57" total_energy_ev=-33221.4615
C -0.01400 -0.01264 -0.16702 -0.69 -0.53 -0.08
C -1.37707 1.90925 0.34900 -1.27 0.81 0.90
C -2.30724 -0.37017 0.09298 -0.69 -0.09 0.21
N -0.22486 1.31498 0.12189 1.00 -0.50 -0.21
N -1.05228 -0.83683 -0.10104 0.81 0.45 0.13
O -1.87902 2.73363 0.99580 0.44 -0.10 -0.35
Cl -3.58232 -1.47342 0.42437 0.46 0.32 -0.10
Cl -2.70007 0.98456 -0.95262 0.05 -0.33 -0.30
H 0.98146 -0.35597 -0.37368 0.07 -0.03 -0.05
H 0.60123 1.87634 0.33283 -0.20 -0.04 0.03
H -0.88345 -1.84120 -0.03145 0.03 0.04 -0.19

5.
8
Properties=species:S:1:pos:R:3:forces:R:3 method="wB97M-V/def2-TZVPD" charge=-1 orbital_gap_ev="7.43 / 6.32" e_above_lowest_ev=3.6420 largest_force_ev_per_a=4.8 homo_ev="-4.23 / -3.44" total_energy_ev=-19427.6610
N 2.01209 -0.05920 0.51185 1.73 -1.87 4.04
N -0.63053 0.34555 -0.87485 0.81 1.59 -1.86
N -1.17016 -0.46271 0.09147 -0.02 1.50 0.50
O -0.70031 1.60235 -0.81050 -0.32 -1.80 1.37
O -1.39884 -0.08871 1.25362 -0.07 0.16 -0.10
S -1.47851 -1.92888 -0.58513 -0.39 -1.45 0.04
H 1.33728 0.56740 0.83452 -1.62 1.40 0.65
H 2.02898 0.02419 -0.42099 -0.11 0.48 -4.64

Repeat the second record exactly.
13
Properties=species:S:1:pos:R:3:forces:R:3 method="wB97M-V/def2-TZVPD" orbital_gap_ev="9.44 / 7.78" e_above_lowest_ev=0.0246 multiplicity=2 largest_force_ev_per_a=0.7 s_squared=0.755 homo_ev="-8.32 / -8.31" total_energy_ev=-6671.7909
C -0.14924 1.28752 -1.29552 0.17 -0.29 -0.01
N 0.19994 -0.04295 -0.85913 0.04 -0.15 0.56
C -0.24830 -0.62057 0.37959 -0.01 -0.41 -0.54
N 0.87483 -1.37587 0.95864 -0.14 0.04 0.13
N -0.64967 0.39583 1.28890 -0.02 0.59 0.16
H 0.30644 2.06135 -0.67984 0.01 0.11 0.05
H 0.21550 1.40267 -2.31449 -0.06 0.07 -0.04
H -1.22717 1.45001 -1.29421 -0.13 0.04 -0.05
H 0.77425 -0.64149 -1.42137 -0.04 0.12 -0.07
H 1.59628 -0.70116 1.18789 0.12 0.00 0.07
H 0.60108 -1.85781 1.81447 0.01 0.09 -0.21
H -1.05228 -1.35862 0.21207 -0.07 0.03 0.09
H -1.24165 0.00108 2.02300 0.12 -0.23 -0.14